Entry 1:
This record from the Open Molecules 2025 dataset describes one molecule with the formula C27H31N3O6 at a distorted geometry. The level of theory is the ωB97M-V functional and the def2-TZVPD basis.

XYZ file:
```
67
Properties=species:S:1:pos:R:3:forces:R:3:lowdin_charge:R:1
C -1.6097 -2.7942 -1.9829 0.0 0.2 0.4 -0.05
C -1.9413 -2.5319 -0.5218 -0.2 -0.3 -0.3 -0.23
O -1.1867 -1.4032 -0.1198 0.1 0.2 0.1 -0.06
C -1.6139 -0.6390 0.9180 0.0 0.3 0.3 -0.22
C -2.5974 -1.0050 1.8271 0.0 -0.2 -0.2 -0.01
C -2.9659 -0.1313 2.8372 0.0 0.1 0.1 -0.09
C -2.3616 1.1051 2.9491 -0.1 0.0 0.1 -0.08
C -1.3683 1.4685 2.0527 0.0 -0.2 -0.1 -0.02
C -0.9855 0.6111 1.0393 0.0 -0.3 -0.1 -0.10
C 0.0930 0.9388 0.0267 -0.2 -0.3 0.1 -0.13
C 1.2434 -0.0818 0.2406 -0.3 0.2 -0.7 -0.44
O 1.7235 -0.2848 1.3338 0.2 -0.2 0.4 0.11
N 1.6208 -0.6980 -0.8937 0.0 0.0 -0.4 0.13
C 2.5634 -1.8054 -0.9559 0.1 0.0 0.1 -0.26
C 2.0359 -3.0697 -0.2445 0.0 -0.1 -0.1 -0.14
C 3.2537 -3.6651 0.4555 -0.1 0.0 0.1 -0.19
C 4.0129 -2.4255 0.9154 0.1 0.0 -0.1 -0.19
C 3.9176 -1.4876 -0.2872 0.0 0.1 0.2 -0.13
N 0.5596 2.3061 0.1216 0.4 -0.3 0.3 0.00
C 1.6536 2.5966 1.0304 0.3 0.3 0.4 -0.06
C 2.9747 2.3941 0.3587 -0.4 0.0 -0.8 -0.25
C 3.3109 2.2777 -0.9576 -0.3 0.1 0.6 -0.02
C 4.7178 2.1060 -0.9908 0.3 0.0 0.5 -0.07
C 5.1257 2.1306 0.3048 0.4 -0.1 -0.8 -0.13
O 4.0757 2.3038 1.1280 -0.2 0.0 0.5 0.06
C 0.0210 3.3457 -0.5532 -0.4 0.2 -0.3 -0.43
O 0.4128 4.4877 -0.4034 0.0 0.2 -0.1 0.07
C -1.1063 3.0606 -1.5523 0.1 0.2 -0.3 -0.05
N -2.2673 2.4189 -0.9909 0.0 0.3 0.1 0.10
C -2.7476 1.2439 -1.4557 0.0 0.4 0.2 -0.44
O -2.2253 0.6204 -2.3658 -0.1 -0.2 -0.1 0.07
C -3.9485 0.7696 -0.7570 -0.5 -1.1 -0.5 -0.19
C -4.7475 -0.3143 -1.0177 0.6 0.7 0.0 0.00
C -5.7403 -0.3200 -0.0150 0.0 0.4 0.4 -0.04
C -5.4756 0.7559 0.7784 -0.5 -0.6 -0.1 -0.11
O -4.4030 1.4235 0.3384 0.3 0.3 -0.1 0.05
H -0.5561 -3.0363 -2.0899 0.1 -0.1 0.0 0.06
H -2.2057 -3.6211 -2.3581 0.0 -0.1 -0.1 0.08
H -1.8252 -1.8979 -2.5600 0.0 0.0 -0.1 0.07
H -3.0126 -2.3258 -0.4159 0.1 0.0 0.1 0.10
H -1.6810 -3.3963 0.1050 -0.1 0.1 0.0 0.13
H -3.0741 -1.9705 1.7608 0.0 -0.1 0.0 0.11
H -3.7320 -0.4286 3.5378 -0.1 0.0 0.1 0.11
H -2.6536 1.7864 3.7332 0.0 0.1 0.1 0.10
H -0.8988 2.4366 2.1409 0.1 0.1 0.0 0.12
H -0.3124 0.7604 -0.9729 0.0 0.1 0.1 0.13
H 1.0564 -0.5517 -1.7149 0.0 0.1 0.1 0.14
H 2.7138 -2.0012 -2.0209 0.0 0.0 0.1 0.14
H 1.5662 -3.7661 -0.9385 -0.1 0.0 0.0 0.10
H 1.2988 -2.7662 0.4984 -0.1 0.0 0.0 0.11
H 2.9772 -4.3214 1.2791 0.0 -0.1 0.0 0.11
H 3.8567 -4.2343 -0.2553 0.0 -0.1 0.0 0.11
H 5.0434 -2.6372 1.1956 0.0 0.0 0.1 0.11
H 3.4972 -1.9750 1.7624 0.0 0.0 0.0 0.10
H 3.9727 -0.4436 0.0068 0.1 0.1 -0.1 0.09
H 4.7267 -1.6869 -0.9908 0.0 0.0 0.0 0.11
H 1.5906 1.9459 1.9064 0.0 0.1 -0.1 0.13
H 1.5577 3.6432 1.3424 0.0 -0.2 0.0 0.14
H 2.6485 2.3185 -1.7976 -0.2 0.0 -0.1 0.11
H 5.3302 1.9816 -1.8600 0.2 0.0 -0.1 0.10
H 6.0928 2.0395 0.7573 0.1 0.0 0.2 0.12
H -0.7444 2.4207 -2.3636 0.0 0.1 0.1 0.13
H -1.3836 4.0333 -1.9745 0.2 -0.2 0.1 0.14
H -2.7368 2.8716 -0.2226 -0.1 -0.1 0.0 0.15
H -4.6342 -0.9982 -1.8333 0.1 -0.1 -0.2 0.12
H -6.5387 -1.0239 0.0992 -0.2 -0.1 0.1 0.10
H -5.9643 1.1370 1.6531 0.0 0.1 0.1 0.13
```
Forces are in eV/Å.

Output
Kohn-Sham gap ... 8.9 eV
E_HOMO ... -8.3 eV
Total charge ... 0
SMILES ... CCOc1ccccc1[C@H](C(=O)NC1CCCC1)N(Cc1ccco1)C(=O)CNC(=O)c1ccco1

=====

Entry 2:
This record from the Open Molecules 2025 dataset describes one molecule with the formula C27H31N5O7 at a distorted geometry. The level of theory is the ωB97M-V functional and the def2-TZVPD basis.

XYZ file:
```
70
Properties=species:S:1:pos:R:3:forces:R:3:lowdin_charge:R:1
C -5.1784 -2.0879 0.7527 0.0 -0.1 0.1 0.00
C -4.1166 -1.1570 0.2702 0.4 -0.3 0.4 -0.21
C -2.8155 -1.1448 0.6466 -0.2 0.5 -0.2 -0.02
C -2.2934 -2.0247 1.6925 -0.3 -0.5 0.3 -0.42
O -2.8485 -2.9924 2.1691 0.2 0.0 0.1 0.09
O -1.0682 -1.6458 2.1138 0.1 0.3 -0.1 -0.02
C -0.4599 -2.4685 3.1020 0.2 -0.3 0.3 -0.14
C 0.8977 -1.8654 3.4558 -0.4 0.1 0.0 -0.13
N 1.7782 -1.8162 2.3146 0.0 -0.4 0.1 0.08
C 2.0926 -0.6447 1.7135 0.2 -0.2 -0.1 -0.45
O 1.7909 0.4452 2.1602 -0.1 0.2 0.0 0.07
C 2.8493 -0.8144 0.4385 0.3 0.2 -0.3 -0.13
C 3.9576 -1.6475 0.3227 -0.1 0.2 -0.1 -0.02
C 4.5801 -1.7558 -0.9097 0.0 0.1 0.0 -0.05
C 4.0641 -1.0339 -1.9763 0.3 -0.2 0.1 -0.14
N 3.0117 -0.2384 -1.8750 -0.2 0.3 -0.4 0.09
C 2.4262 -0.1266 -0.6969 0.1 0.0 0.5 -0.10
C -1.8457 -0.1953 -0.0435 -0.1 0.0 0.0 -0.14
C -1.1137 -0.9519 -1.1389 0.2 -0.1 -0.2 -0.12
C -1.4051 -0.7966 -2.4896 0.1 0.0 0.1 0.01
C -0.7073 -1.5016 -3.4605 0.0 0.0 0.0 -0.04
C 0.2933 -2.3844 -3.1068 0.2 -0.2 0.2 0.01
C 0.5764 -2.5527 -1.7557 -1.2 0.9 -0.5 -0.15
N 1.6168 -3.4483 -1.3519 0.6 -0.5 0.2 -0.33
O 2.2581 -4.0161 -2.2089 0.1 -0.1 -0.1 0.09
O 1.8140 -3.5878 -0.1548 0.0 -0.3 0.1 0.05
C -0.1155 -1.8453 -0.7832 0.2 -0.3 -0.1 0.05
C -2.5639 1.0215 -0.5840 -0.2 -0.3 0.3 -0.05
C -1.7512 2.2243 -0.8170 -0.4 0.4 -0.2 -0.42
O -2.1753 3.3226 -1.1052 0.2 0.0 0.1 0.09
O -0.4445 1.9480 -0.6957 -0.1 -0.3 0.1 -0.01
C 0.4865 3.0211 -0.8210 0.3 0.6 0.0 -0.13
C 1.0683 3.3587 0.5568 -0.2 -0.2 -0.2 -0.17
N 2.2796 4.1551 0.4296 -0.2 0.1 -0.1 -0.27
C 2.4957 4.9858 1.5970 0.0 0.0 -0.1 -0.11
C 3.4387 3.3215 0.1758 0.0 0.0 0.0 -0.10
C -3.8775 0.9498 -0.8922 0.4 0.3 0.0 -0.22
C -4.7103 2.0208 -1.5126 0.1 0.1 -0.1 0.00
N -4.5691 -0.2106 -0.6174 -0.2 0.0 -0.2 0.12
H -5.5258 -2.7025 -0.0776 -0.1 0.0 -0.1 0.10
H -4.7907 -2.7404 1.5266 -0.1 0.0 -0.1 0.07
H -6.0272 -1.5254 1.1408 -0.1 0.1 0.0 0.09
H -1.1038 -2.5197 3.9865 0.1 0.0 -0.1 0.14
H -0.3478 -3.4837 2.7008 0.0 0.1 0.1 0.14
H 0.7676 -0.8328 3.7901 0.0 -0.2 0.1 0.13
H 1.3503 -2.4588 4.2558 -0.1 0.1 0.0 0.13
H 1.9524 -2.6769 1.8121 0.0 0.2 -0.1 0.12
H 4.3269 -2.1922 1.1794 0.0 -0.1 0.1 0.12
H 5.4394 -2.3934 -1.0435 0.1 0.0 0.0 0.11
H 4.5095 -1.0944 -2.9603 0.1 -0.1 0.0 0.11
H 1.5614 0.5187 -0.6497 -0.1 0.1 0.1 0.10
H -1.0949 0.1293 0.6831 -0.1 0.0 -0.1 0.15
H -2.1764 -0.1042 -2.7913 -0.1 0.1 0.0 0.12
H -0.9455 -1.3537 -4.5025 0.0 0.0 -0.1 0.11
H 0.8554 -2.9363 -3.8434 0.0 0.0 0.0 0.12
H 0.1390 -1.9884 0.2525 0.0 0.0 0.0 0.11
H 1.2672 2.6767 -1.5022 -0.1 0.0 0.0 0.12
H -0.0147 3.8904 -1.2549 0.2 -0.2 0.0 0.13
H 0.3225 3.9336 1.1106 0.0 0.0 0.0 0.13
H 1.2519 2.4219 1.1062 0.0 0.1 0.0 0.10
H 2.6279 4.3988 2.5185 0.0 0.0 0.1 0.09
H 3.3886 5.5896 1.4393 0.0 0.0 0.1 0.08
H 1.6461 5.6548 1.7248 0.0 0.0 0.1 0.08
H 4.3122 3.9595 0.0481 0.1 0.0 0.0 0.08
H 3.2941 2.7521 -0.7399 0.1 -0.1 -0.1 0.07
H 3.6312 2.6143 0.9970 0.0 0.0 0.0 0.09
H -5.4419 2.3854 -0.7919 -0.1 0.0 0.1 0.10
H -4.0895 2.8556 -1.8181 -0.1 0.0 0.0 0.07
H -5.2472 1.6238 -2.3740 -0.1 -0.1 -0.1 0.09
H -5.5547 -0.2215 -0.8376 0.2 0.0 0.1 0.15
```
Forces are in eV/Å.

Output
Kohn-Sham gap ... 7.7 eV
E_HOMO ... -8.3 eV
Total charge ... 0
SMILES ... CC1=C(C(=O)OCCNC(=O)c2cccnc2)[C@@H](c2cccc([N+](=O)[O-])c2)C(C(=O)OCCN(C)C)=C(C)N1

=====

Entry 3:
This record from the Open Molecules 2025 dataset describes C27H32AuBrN9O2 as an isolated structure. The level of theory is the ωB97M-V functional and the def2-TZVPD basis.

XYZ file:
```
72
Properties=species:S:1:pos:R:3:forces:R:3:lowdin_charge:R:1
Au 0.0910 -1.3549 1.3077 0.2 0.0 0.4 0.68
C 4.3262 -1.7503 1.3821 0.0 0.0 0.0 -0.06
N 3.8138 -0.9579 0.2738 0.1 0.0 0.0 -0.16
C 3.2716 -1.7870 -0.7924 0.0 0.0 0.0 -0.07
C 3.0348 0.1361 0.6299 0.0 0.1 0.1 -0.37
N 1.8445 0.1932 0.1697 -0.1 0.1 0.0 0.14
C 0.9868 1.3284 0.1458 0.3 0.0 -0.2 -0.33
C 1.4068 2.8123 0.2813 -0.1 0.1 0.1 -0.22
C 0.7745 3.6821 1.3279 0.0 0.0 0.0 -0.04
C -0.5019 3.6648 1.7318 0.0 0.0 0.0 -0.08
C -1.5321 2.6811 1.4402 0.0 0.0 0.1 -0.04
C -1.2633 1.3823 1.2307 0.0 0.1 0.2 -0.38
N -2.1056 0.3064 1.1218 0.1 0.0 0.1 0.14
C -3.2635 0.2774 0.5597 -0.1 0.0 -0.1 -0.38
N -3.7911 1.2194 -0.2749 -0.1 0.0 0.0 -0.14
C -5.2155 1.4197 -0.4149 0.0 0.0 0.0 -0.07
C -2.9647 2.1021 -1.0696 0.0 0.0 -0.2 -0.04
N -4.0678 -0.8292 0.7954 -0.1 0.1 0.0 -0.16
C -3.6491 -1.7111 1.8690 0.0 0.0 0.1 -0.08
C -4.5268 -1.5699 -0.3735 0.0 0.0 0.0 -0.06
N 3.6507 1.0743 1.4439 0.0 -0.1 0.0 -0.16
C 5.0706 1.3179 1.3990 0.0 0.0 0.0 -0.08
C 2.9639 1.6040 2.6011 0.0 0.0 0.0 -0.05
H 5.0639 -2.4574 1.0017 0.0 0.0 0.0 0.09
H 3.5217 -2.3194 1.8669 0.0 0.0 0.0 0.09
H 4.8075 -1.1230 2.1279 0.0 0.0 0.0 0.07
H 4.0590 -2.4600 -1.1335 0.0 0.0 0.0 0.08
H 2.9390 -1.1588 -1.6158 0.0 0.0 0.0 0.09
H 2.4122 -2.3793 -0.4573 0.0 0.0 0.0 0.06
H 2.4919 2.9447 0.2792 0.0 0.0 0.0 0.14
H 1.3932 4.4985 1.6870 0.0 0.0 0.0 0.09
H -0.8209 4.4892 2.3641 0.0 0.0 0.0 0.10
H -2.5699 2.9885 1.4825 0.0 0.0 0.1 0.11
H -5.7570 0.7986 0.2927 0.0 0.0 0.0 0.09
H -5.5550 1.1853 -1.4295 0.0 0.0 0.0 0.08
H -5.4538 2.4704 -0.2202 0.0 0.0 0.0 0.09
H -1.9249 1.7808 -1.0586 0.0 0.0 -0.1 0.06
H -2.9942 3.1299 -0.6941 0.0 0.0 -0.1 0.09
H -3.3310 2.0887 -2.0995 0.0 0.0 0.0 0.10
H -3.4030 -1.1301 2.7537 0.0 0.0 0.0 0.09
H -2.7677 -2.3018 1.5949 0.0 0.0 0.0 0.06
H -4.4741 -2.3878 2.0942 0.0 0.0 0.0 0.09
H -4.7032 -0.9022 -1.2106 0.0 0.0 0.0 0.07
H -5.4533 -2.0956 -0.1370 0.0 0.0 0.0 0.09
H -3.7766 -2.3065 -0.6820 0.0 0.0 0.0 0.08
H 5.4933 0.8747 0.5015 0.0 0.0 0.0 0.09
H 5.5965 0.9104 2.2733 0.0 0.0 0.0 0.08
H 5.2530 2.3973 1.3812 0.0 0.0 0.0 0.08
H 1.8972 1.4067 2.5389 0.0 0.0 0.0 0.08
H 3.1063 2.6862 2.6673 0.0 0.0 0.0 0.09
H 3.3541 1.1507 3.5229 0.0 0.0 0.0 0.09
Br -0.6798 -1.4124 -1.5711 0.0 0.1 -0.1 0.77
C 0.0733 -0.1683 -2.8248 -0.1 -0.1 0.0 -0.58
C 0.1123 -0.6214 -4.1307 0.0 0.0 0.0 -0.19
C 0.4900 0.2169 -5.1682 0.0 0.0 0.0 -0.14
C 0.8050 1.5385 -4.8450 0.0 0.0 -0.1 -0.13
C 0.7797 1.9880 -3.5479 0.0 -0.1 0.1 -0.04
C 0.4446 1.1443 -2.4350 0.0 0.0 -0.3 -0.22
C 0.4514 1.7055 -1.1591 -0.2 0.0 0.2 -0.21
O 0.8728 3.0937 -1.0297 0.0 0.0 0.0 -0.05
O 0.0341 0.9452 1.2886 -0.1 -0.3 0.1 -0.15
H -0.1779 -1.6439 -4.3324 0.0 0.0 0.0 0.08
H 0.5150 -0.1415 -6.1877 0.0 0.0 0.0 0.08
H 1.0856 2.2312 -5.6309 0.0 0.0 0.0 0.09
H 1.0379 3.0123 -3.3235 0.0 0.0 0.0 0.10
N 0.2734 -3.3234 1.8568 -0.2 0.0 -0.2 0.00
C -0.0394 -4.3943 1.5226 0.1 0.1 0.2 -0.20
C -0.3749 -5.6919 1.1913 0.0 0.0 0.0 -0.29
C -1.5105 -6.2924 1.7862 0.0 0.0 0.0 -0.26
N -2.4381 -6.7793 2.2701 -0.1 0.0 0.0 0.11
C 0.4206 -6.4163 0.2708 0.0 0.0 0.0 -0.26
N 1.0665 -7.0105 -0.4775 0.1 0.0 0.0 0.11
```
Forces are in eV/Å.

Output
Kohn-Sham gap ... 5.5 eV
E_HOMO ... -3.0 eV
Total charge ... -1